(1)
The following is a DFT calculation (ωB97M-V/def2-TZVPD) of 2 unconnected molecules or ions with the total composition CH3Cl3SSi in a non-equilibrium geometry.

Geometry (Å):
C (-0.90152, 0.30441, -0.10668)
Si (0.85543, -0.30350, -0.59106)
S (-1.25307, 1.45932, 1.15632)
Cl (1.24363, -2.17957, -0.04405)
Cl (2.20923, 0.99177, 0.37434)
Cl (1.07330, -0.18339, -2.65294)
H (-1.70280, 0.21036, -0.92557)
H (-1.24079, -1.37946, 0.71239)
H (-0.28340, 1.08005, 2.07725)

Results
Relative energy (zero: lowest compared OMol25 entry of this formula, charge and spin) = 2.851 eV
M = 181.547 g mol⁻¹
E_LUMO (spin up / spin down) = -0.021 / -0.021 Eh
2S+1 = 1

These are the natural (NBO) partial charges, in e, on atoms 1 to 8:
1 C -0.982
2 Si 1.434
3 S 0.084
4 Cl -0.318
5 Cl -0.365
6 Cl -0.348
7 H 0.279
8 H 0.074

(2)
The following is a DFT calculation (ωB97M-V/def2-TZVPD) of a molecular structure, C21H36ClN4O2Ta in a non-equilibrium geometry.

Geometry (Å):
Ta (0.19584, 0.05588, 0.21395)
N (-1.77165, 0.02621, -0.26057)
N (0.42751, 1.80930, -0.81886)
N (0.29739, -1.96322, -0.01234)
N (1.81647, -0.51977, -0.83627)
H (-1.76393, 1.57866, -1.67664)
C (-2.47302, 1.01082, -1.06572)
H (-3.04303, 1.72228, -0.43765)
H (-3.17395, 0.49922, -1.74436)
H (-3.32452, -1.35645, -0.59185)
C (-2.70649, -0.96930, 0.23796)
H (-3.37717, -0.54117, 1.00895)
H (-2.18858, -1.82201, 0.68739)
C (0.79983, 1.81730, -2.23516)
H (1.85074, 2.11880, -2.37807)
H (0.66995, 0.82263, -2.68384)
H (0.16134, 2.52044, -2.79077)
H (0.88029, 3.69530, 0.05521)
C (0.02121, 3.13515, -0.35291)
H (-0.39789, 3.71269, -1.19427)
H (-0.74570, 3.08252, 0.43473)
C (-0.12973, -3.23623, 0.52208)
H (-1.08246, -3.49744, 0.02996)
C (-0.39663, -3.11681, 2.01800)
H (-1.11145, -2.32471, 2.27842)
H (-0.81637, -4.06793, 2.37665)
H (0.53884, -2.90201, 2.55492)
C (0.84304, -4.36870, 0.24830)
H (0.39564, -5.29230, 0.63318)
H (1.02362, -4.51806, -0.81814)
H (1.79391, -4.20009, 0.76484)
H (5.12318, -0.85503, -1.50508)
C (4.14594, -1.24268, -1.19346)
H (4.24232, -1.64857, -0.18071)
H (3.87568, -2.04675, -1.88367)
C (3.13924, -0.10739, -1.23847)
H (3.07801, 0.23073, -2.28813)
C (3.56999, 1.09257, -0.40580)
H (2.88061, 1.93544, -0.51616)
H (3.61210, 0.84462, 0.66456)
H (4.56499, 1.42207, -0.73379)
H (2.22236, -2.56220, -0.53860)
C (1.42364, -1.91211, -0.92274)
C (-0.84934, -1.37510, -3.46742)
H (-1.51266, -2.00208, -2.86323)
H (-1.30437, -0.70318, -4.20469)
C (0.48484, -1.42968, -3.25854)
H (1.19397, -0.82764, -3.85781)
C (1.17863, -2.40135, -2.34517)
H (0.65969, -3.36830, -2.29649)
H (2.17935, -2.57010, -2.76860)
Cl (-5.22984, 4.01877, 2.97154)
C (-3.65693, 3.34101, 3.03319)
C (-2.54293, 4.18402, 3.15259)
C (-1.26389, 3.62705, 3.16772)
C (-1.10847, 2.24665, 3.03339)
C (-2.22282, 1.39637, 2.99913)
C (-3.50283, 1.94863, 2.96002)
C (0.29209, 1.75972, 2.76490)
O (1.28770, 2.38470, 3.06965)
O (0.34605, 0.57553, 2.09102)
H (-2.67956, 5.25776, 3.22507)
H (-0.37800, 4.25019, 3.26936)
H (-2.08175, 0.31458, 3.02454)
H (-4.38007, 1.31077, 2.87476)

Results
M = 592.946 g mol⁻¹
E_LUMO = 0.006 Eh
2S+1 = 1

These are the natural (NBO) partial charges, in e, on atoms 1 to 8:
1 Ta 2.495
2 N -0.799
3 N -0.774
4 N -0.793
5 N -0.798
6 H 0.209
7 C -0.406
8 H 0.181

(3)
The following is a DFT calculation (ωB97M-V/def2-TZVPD) of a single C5H8FI molecule in a non-equilibrium geometry.

Geometry (Å):
C (-0.63264, 0.03470, 0.94781)
C (-0.09423, 0.79234, -1.23234)
C (0.60732, 0.46120, 0.05684)
C (-1.59953, -0.39621, -0.10133)
C (1.71912, -0.61689, 0.21892)
F (-1.45208, -1.67592, -0.49003)
I (-3.57749, 0.46660, -0.04150)
H (-0.51601, -0.67433, 1.76396)
H (-0.90692, 0.79201, 1.58882)
H (-0.60283, 1.79870, -1.44335)
H (0.22824, 0.19978, -2.19024)
H (1.17364, 1.30945, 0.31129)
H (2.27275, -0.42883, -0.66461)
H (1.18285, -1.53716, 0.14543)
H (2.19782, -0.52545, 1.13035)

Results
Relative energy (zero: lowest compared OMol25 entry of this formula, charge and spin) = 2.810 eV
M = 214.021 g mol⁻¹
E_LUMO (spin up / spin down) = 0.010 / 0.010 Eh
2S+1 = 1

These are the natural (NBO) partial charges, in e, on atoms 1 to 8:
1 C -0.540
2 C -0.357
3 C -0.258
4 C 0.283
5 C -0.587
6 F -0.356
7 I 0.104
8 H 0.212

(4)
The following is a DFT calculation (ωB97M-V/def2-TZVPD) of 8 unconnected molecules or ions with the total composition C58H126N6O10 in a non-equilibrium geometry.

Geometry (Å):
C (2.63443, -4.01579, 3.16743)
C (1.51806, -4.57232, 4.08722)
C (0.22084, -3.89551, 3.64295)
C (1.29058, -6.13590, 3.97440)
C (2.38797, -6.95386, 4.60826)
C (2.64003, -6.50924, 6.05175)
C (2.94035, -5.01515, 6.19634)
C (2.79339, -4.57651, 7.64736)
C (4.32457, -4.61279, 5.68410)
N (1.86024, -4.29483, 5.54972)
O (2.10040, -2.82244, 5.55401)
H (3.55149, -4.61526, 3.19454)
H (2.24040, -4.01928, 2.14622)
H (2.97888, -2.96401, 3.34670)
H (-0.12836, -4.11809, 2.65565)
H (-0.56024, -4.14218, 4.37224)
H (0.21335, -2.76905, 3.75817)
H (0.34312, -6.34088, 4.49503)
H (1.10997, -6.39758, 2.93376)
H (2.12349, -8.01163, 4.59402)
H (3.31526, -6.74864, 4.02814)
H (3.47706, -7.07140, 6.44797)
H (1.77002, -6.75129, 6.66786)
H (1.78569, -4.78266, 7.98589)
H (3.01599, -3.53251, 7.73532)
H (3.48499, -5.08719, 8.30409)
H (4.72765, -5.16573, 4.84500)
H (5.00516, -4.63808, 6.52136)
H (4.36628, -3.59074, 5.36821)
H (1.43533, -2.54366, 6.19201)
C (-1.64828, -0.41058, -5.82327)
C (-0.63582, -1.29635, -6.48348)
C (-0.04194, -2.15839, -5.39103)
C (-1.29464, -2.23225, -7.47938)
C (-1.42835, -1.66882, -8.86137)
C (-0.22349, -0.91492, -9.37803)
C (0.27347, 0.17035, -8.36891)
C (1.67618, 0.64780, -8.75922)
C (-0.72340, 1.34070, -8.28471)
N (0.47343, -0.51231, -7.09996)
O (1.10142, 0.35268, -6.06908)
H (-2.26965, -0.95764, -5.09406)
H (-1.15488, 0.39034, -5.25784)
H (-2.29544, 0.08518, -6.53229)
H (0.95055, -2.51802, -5.76289)
H (0.10751, -1.61421, -4.43981)
H (-0.71817, -3.00803, -5.14412)
H (-0.63895, -3.09417, -7.59671)
H (-2.26990, -2.60869, -7.08522)
H (-1.62354, -2.51783, -9.52294)
H (-2.31436, -1.03730, -8.89270)
H (-0.45023, -0.46808, -10.35008)
H (0.66579, -1.57139, -9.52029)
H (2.11403, 1.31164, -8.02088)
H (1.65850, 1.10278, -9.76275)
H (2.35166, -0.21036, -8.78425)
H (-1.72785, 1.17857, -7.89610)
H (-0.93370, 1.80116, -9.25205)
H (-0.35605, 2.09568, -7.60521)
H (0.46418, 1.05843, -5.88762)
C (1.66545, 1.79078, -0.77323)
C (0.61732, 0.78227, -1.33372)
C (-0.06930, 1.35490, -2.53208)
C (1.37239, -0.50953, -1.73446)
C (1.74292, -1.39972, -0.58731)
C (0.55934, -1.64750, 0.36639)
C (-0.16527, -0.39698, 0.84222)
C (-1.49394, -0.71322, 1.48105)
C (0.66695, 0.31527, 1.80872)
N (-0.46047, 0.39181, -0.35449)
O (-1.05956, 1.65522, 0.06198)
H (1.31474, 2.77415, -0.47619)
H (2.35275, 1.42358, -0.00458)
H (2.30040, 1.95053, -1.65912)
H (0.78188, 1.59470, -3.21939)
H (-0.75329, 0.64306, -2.99140)
H (-0.61103, 2.28718, -2.33485)
H (0.79760, -1.02002, -2.49605)
H (2.32070, -0.17976, -2.14670)
H (1.97132, -2.38741, -0.99922)
H (2.64449, -1.05055, -0.06505)
H (0.90102, -2.22286, 1.20880)
H (-0.24645, -2.21224, -0.18878)
H (-1.47458, -1.38681, 2.36352)
H (-2.18122, -1.11680, 0.77274)
H (-1.78618, 0.21609, 1.98328)
H (0.75031, -0.31091, 2.69245)
H (0.25942, 1.26100, 2.16276)
H (1.70840, 0.48553, 1.45803)
H (-2.01511, 1.56449, -0.16414)
C (7.66427, 1.50619, 1.10726)
C (6.51505, 0.51471, 1.50952)
C (5.20754, 1.09073, 0.88843)
C (6.73209, -0.90291, 0.93435)
C (5.76065, -1.95358, 1.46227)
C (5.80218, -2.02309, 2.97644)
C (5.53162, -0.67090, 3.67572)
C (4.06136, -0.37883, 3.54977)
C (5.96147, -0.79066, 5.12536)
N (6.42459, 0.33625, 2.99344)
O (6.27126, 1.66394, 3.63774)
H (7.43353, 2.54104, 1.28314)
H (8.59115, 1.17250, 1.55350)
H (7.85265, 1.48939, 0.04436)
H (4.77874, 1.91316, 1.47674)
H (5.38165, 1.46917, -0.10734)
H (4.38630, 0.40340, 0.83460)
H (6.73558, -0.83716, -0.15042)
H (7.72526, -1.29566, 1.20614)
H (4.72315, -1.74888, 1.07773)
H (6.05083, -2.94200, 1.05537)
H (6.78900, -2.38850, 3.20491)
H (5.07545, -2.72088, 3.36377)
H (3.44244, -1.05778, 4.15496)
H (3.66029, -0.44307, 2.52171)
H (3.86382, 0.62500, 3.93074)
H (5.52936, -1.62608, 5.69243)
H (5.72002, 0.10099, 5.70056)
H (7.05751, -0.87894, 5.12944)
H (5.44013, 2.08140, 3.46308)
C (-1.88159, 4.90163, -7.27951)
C (-1.96664, 5.53216, -5.89685)
C (-2.87326, 6.82966, -6.09274)
C (-2.73257, 4.60174, -4.90845)
C (-2.44449, 4.90740, -3.45486)
C (-1.02718, 5.19636, -3.08527)
C (-0.24573, 6.12950, -4.02375)
C (-0.45366, 7.60431, -3.87347)
C (1.29282, 5.95677, -3.79812)
N (-0.55836, 5.71979, -5.44651)
O (0.03225, 6.70558, -6.33342)
H (-1.28105, 3.97213, -7.23919)
H (-2.88707, 4.69437, -7.69471)
H (-1.37907, 5.58628, -7.95611)
H (-2.32927, 7.54863, -6.70388)
H (-3.77888, 6.60793, -6.65773)
H (-3.20440, 7.31495, -5.17600)
H (-3.83500, 4.63264, -5.12288)
H (-2.36748, 3.56225, -5.13000)
H (-2.90420, 5.83441, -3.21003)
H (-2.90449, 4.16017, -2.82460)
H (-0.52050, 4.21310, -3.03012)
H (-1.05496, 5.58758, -2.07036)
H (-1.18038, 7.89897, -3.09136)
H (-0.82618, 8.05773, -4.76571)
H (0.45482, 8.16163, -3.70853)
H (1.60910, 6.27795, -2.78700)
H (1.93411, 6.50701, -4.51091)
H (1.54473, 4.88648, -3.94894)
H (0.59785, 6.16831, -6.91305)
C (-4.47747, -1.41966, 6.88615)
C (-4.71046, -1.54392, 5.36542)
C (-3.27601, -1.74479, 4.81477)
C (-5.52494, -2.82858, 5.02560)
C (-5.88767, -2.82723, 3.51589)
C (-6.76208, -1.64591, 3.11828)
C (-5.98713, -0.26652, 3.42366)
C (-4.98139, -0.01599, 2.28532)
C (-7.00658, 0.77621, 3.43775)
N (-5.43681, -0.34057, 4.84065)
O (-4.75027, 0.85874, 5.17665)
H (-5.40588, -1.47874, 7.45262)
H (-3.99719, -2.32371, 7.23459)
H (-3.72677, -0.65003, 7.16008)
H (-2.60470, -1.13838, 5.41284)
H (-2.86786, -2.76462, 4.73509)
H (-3.18746, -1.29060, 3.82887)
H (-5.02319, -3.75454, 5.19078)
H (-6.46265, -2.96006, 5.55973)
H (-5.06682, -2.83440, 2.82937)
H (-6.52586, -3.68262, 3.27499)
H (-7.73109, -1.57998, 3.67938)
H (-6.94384, -1.76283, 2.01895)
H (-5.47633, -0.01414, 1.32795)
H (-4.20463, -0.74255, 2.22502)
H (-4.50509, 0.94240, 2.26843)
H (-7.82293, 0.53382, 4.10349)
H (-7.39409, 0.97191, 2.41768)
H (-6.61860, 1.71622, 3.80721)
H (-5.24786, 1.27053, 5.87892)
O (-2.04615, -1.36670, -2.29124)
C (-3.43868, -1.08276, -2.08780)
C (-3.96068, 0.26907, -2.45668)
O (-3.31437, 1.33763, -1.70673)
H (-1.52485, -0.78864, -1.72846)
H (-3.93911, -1.87421, -2.69263)
H (-3.76540, -1.18134, -1.04218)
H (-5.01925, 0.34436, -2.24471)
H (-3.78046, 0.50068, -3.53457)
H (-2.43749, 1.43226, -2.09164)
O (-1.95950, 1.32873, 5.61003)
C (-1.49784, 1.77769, 4.35285)
C (-1.58907, 3.28999, 4.21141)
O (-1.27066, 3.90195, 5.45990)
H (-2.93795, 1.22050, 5.48973)
H (-0.44924, 1.47212, 4.37552)
H (-1.99779, 1.34499, 3.45794)
H (-2.57757, 3.69447, 3.98610)
H (-0.97908, 3.58952, 3.35159)
H (-1.36487, 3.34583, 6.23318)

Results
Relative energy (zero: lowest compared OMol25 entry of this formula, charge and spin) = 2.391 eV
M = 1067.678 g mol⁻¹
E_LUMO = 0.018 Eh
2S+1 = 1
SMILES = CC1(C)CCCC(C)(C)N1O.CC1(C)CCCC(C)(C)N1O.CC1(C)CCCC(C)(C)N1O.CC1(C)CCCC(C)(C)N1O.CC1(C)CCCC(C)(C)N1O.CC1(C)CCCC(C)(C)N1O.OCCO.OCCO

These are the Mulliken partial charges, in e, on atoms 1 to 8:
1 C -1.547
2 C 2.340
3 C -2.525
4 C -1.405
5 C -0.528
6 C -1.441
7 C 2.098
8 C -2.130

(5)
The following is a DFT calculation (ωB97M-V/def2-TZVPD) of 2 unconnected molecules or ions with the total composition C6H12O.

Geometry (Å):
C (2.10977, -1.00684, -0.55160)
C (1.12715, -0.23375, 0.32257)
O (1.21568, -0.21169, 1.53254)
C (-0.06140, 0.27577, -0.46732)
C (-1.21630, 1.08363, 0.17991)
C (-2.12227, -0.17945, 0.12248)
C (-0.97572, -0.98539, -0.53359)
H (2.85889, -0.30324, -0.94067)
H (1.59468, -1.45626, -1.41282)
H (2.58850, -1.78346, 0.05267)
H (0.24894, 0.65199, -1.44591)
H (-1.00570, 1.47929, 1.17908)
H (-1.57158, 1.91055, -0.45064)
H (-3.00535, -0.10156, -0.52151)
H (-2.41324, -0.54546, 1.11358)
H (-1.13862, -1.41106, -1.52959)
H (-0.57189, -1.77122, 0.11215)
H (1.17922, 1.94247, 1.74018)
H (1.15921, 2.64569, 1.49848)

Results
Relative energy (zero: lowest compared OMol25 entry of this formula, charge and spin) = 2.058 eV
M = 100.161 g mol⁻¹
E_LUMO = 0.038 Eh
2S+1 = 1
SMILES = CC(=O)C1CCC1.[H][H]

These are the natural (NBO) partial charges, in e, on atoms 1 to 8:
1 C -0.724
2 C 0.625
3 O -0.567
4 C -0.333
5 C -0.400
6 C -0.402
7 C -0.382
8 H 0.239

(6)
The following is a DFT calculation (ωB97M-V/def2-TZVPD) of a single C12H8O8 molecule in a non-equilibrium geometry.

Geometry (Å):
O (3.59007, 0.67866, 0.78149)
C (2.39524, -0.00926, 0.66576)
C (1.68147, -0.61943, 1.71741)
O (2.27282, -0.88394, 2.92297)
C (0.32098, -0.63197, 1.32517)
C (-0.79089, -1.26105, 1.92775)
O (-0.64685, -1.97060, 3.05133)
C (-2.00679, -1.20822, 1.26221)
O (-3.15166, -1.73373, 1.84447)
C (-2.15762, -0.40682, 0.03805)
O (-3.30936, -0.21158, -0.61817)
C (-1.03172, 0.17983, -0.55976)
C (-0.90340, 0.91871, -1.72242)
O (-2.00116, 1.40139, -2.42373)
C (0.37809, 1.23327, -2.25027)
O (0.36553, 1.81626, -3.49000)
C (1.49365, 0.90531, -1.61295)
O (2.65386, 1.23845, -2.21749)
C (1.44981, 0.25414, -0.44524)
C (0.19489, -0.03531, 0.06860)
H (3.70335, 1.17236, -0.09917)
H (3.24118, -0.83584, 2.81856)
H (0.22403, -1.74430, 3.46661)
H (-2.86734, -2.22085, 2.65813)
H (-4.04397, -0.62509, -0.15933)
H (-2.80956, 0.89642, -2.18284)
H (-0.56346, 2.09576, -3.72740)
H (2.31881, 1.60744, -3.03975)

Results
Relative energy (zero: lowest compared OMol25 entry of this formula, charge and spin) = 1.066 eV
M = 280.188 g mol⁻¹
E_LUMO = -0.003 Eh
2S+1 = 1
SMILES = OC1=C(O)c2c(O)c(O)c(O)c3c(O)c(O)c(O)c1c23

These are the natural (NBO) partial charges, in e, on atoms 1 to 8:
1 O -0.692
2 C 0.222
3 C 0.198
4 O -0.701
5 C -0.185
6 C 0.296
7 O -0.680
8 C 0.195